Arrangement w

Computed, not measured: 2 unconnected molecules or ions with the total composition C2H7N, with the ωB97M-V functional and the def2-TZVPD basis.

Cartesian coordinates (Å):
1 C -1.41 2.02 2.31
2 C -0.42 1.15 2.31
3 H -1.80 2.56 3.17
4 H -1.90 2.22 1.37
5 H 0.17 0.82 3.16
6 H -0.13 0.65 1.39
7 N 1.40 -2.41 -3.16
8 H 0.83 -3.09 -3.65
9 H 2.31 -2.40 -3.60
10 H 0.95 -1.52 -3.32

charge: 0
M: 45.1 g/mol
SMILES: C=C.N

=====

Arrangement x

Computed, not measured: 2 unconnected molecules or ions with the total composition C2H7N, with the ωB97M-V functional and the def2-TZVPD basis.

Cartesian coordinates (Å):
1 C -1.17 0.65 0.00
2 C -2.18 0.19 -0.72
3 H -0.14 0.50 -0.32
4 H -1.33 0.98 1.01
5 H -2.14 -0.03 -1.78
6 H -3.05 -0.29 -0.27
7 N 2.46 -0.33 0.39
8 H 1.67 -0.92 0.23
9 H 2.51 -0.09 1.37
10 H 3.36 -0.67 0.10

charge: 0
M: 45.1 g/mol
SMILES: C=C.N

=====

The winner here is arrangement w, beating the second structure by 0.0164 hartree.